Record 1
The following is a quantum chemistry calculation of a cluster of 3 separate species, C10H24N7O2 in total at a distorted geometry, from the Open Molecules 2025 dataset.

Results
Net charge = +1
DFT total energy = -25278.4267 eV
HOMO = -11.04 eV
Orbital gap = 8.25 eV

Element x y z (Å)
C1 3.75881 -1.47309 -1.04046
C2 2.55919 -1.45437 0.03604
N1 3.17798 -1.40942 1.40492
C3 3.72786 -2.72715 1.63260
N2 3.13443 -4.02339 1.44496
C4 4.24347 -4.85921 1.81207
N3 4.26278 -6.19927 1.78569
N4 5.40912 -4.12471 2.21885
N5 5.06064 -2.81458 2.09363
H1 4.44369 -0.57657 -0.83913
H2 4.36386 -2.43453 -1.01825
H3 3.31111 -1.39765 -2.08703
H4 1.87386 -0.55206 -0.10587
H5 1.95269 -2.39457 -0.16775
H6 2.50327 -1.13087 2.12758
H7 5.15959 -6.67619 1.88240
H8 3.37872 -6.68472 1.60468
H9 6.32580 -4.47443 2.51328
H10 5.67409 -2.00982 2.28417
C5 -0.84853 0.90708 2.44488
C6 -0.95215 0.23593 1.10183
O1 0.02101 -0.27927 0.54951
N6 -2.16480 0.21056 0.50122
C7 -3.41638 0.75767 0.98796
H11 0.17967 0.84981 2.80169
H12 -1.12721 1.95903 2.35993
H13 -1.49400 0.40231 3.16622
H14 -2.16077 -0.25451 -0.39526
H15 -4.13980 -0.05699 1.06339
H16 -3.77526 1.48986 0.26074
H17 -3.30760 1.23482 1.95963
C8 -2.78619 3.84174 -2.59180
C9 -4.13543 3.32710 -2.16857
O2 -4.26110 2.38908 -1.38815
N7 -5.23570 3.93678 -2.68048
C10 -5.29106 5.04904 -3.60680
H18 -2.00581 3.25886 -2.10342
H19 -2.66912 3.74044 -3.67261
H20 -2.67446 4.88677 -2.29579
H21 -6.10490 3.53994 -2.35347
H22 -5.83782 5.86600 -3.13197
H23 -5.83242 4.72795 -4.49883
H24 -4.30114 5.39659 -3.89226

***

Record 2
The following is a quantum chemistry calculation of a structure of composition C10H24O12V3 at a distorted geometry, from the Open Molecules 2025 dataset.

Results
Net charge = +1
DFT total energy = -112382.9301 eV
HOMO = -12.72 eV
Orbital gap = 6.28 eV

Element x y z (Å)
O1 -29.49825 -4.93640 -36.62978
V1 -28.12754 -5.10861 -37.42707
O2 -27.35784 -3.73013 -37.31408
O3 -27.91355 -10.63250 -37.13081
V2 -28.54301 -9.20144 -37.36377
O4 -30.01998 -9.21129 -36.71499
O5 -23.89429 -8.56810 -38.85875
V3 -24.83383 -7.30596 -39.06349
O6 -23.96139 -6.08933 -39.47809
C1 -27.50407 -7.26340 -38.97466
O7 -26.81591 -6.27504 -38.98087
O8 -26.92192 -8.33995 -38.81712
O9 -28.51255 -7.18315 -38.26331
C2 -31.36570 -6.71506 -40.90084
C3 -32.34845 -5.99433 -40.03393
C4 -32.17231 -6.34753 -38.57232
O10 -32.11812 -4.62824 -40.17881
H1 -30.40303 -6.74144 -40.39028
H2 -31.21636 -6.24833 -41.87447
H3 -31.62423 -7.75497 -41.10051
H4 -33.37643 -6.13682 -40.36717
H5 -32.48117 -7.36177 -38.31931
H6 -32.65240 -5.57391 -37.97304
H7 -31.14000 -6.25215 -38.23561
H8 -32.92851 -4.20421 -39.88717
C5 -29.47719 -11.99651 -40.69755
C6 -28.90884 -10.59399 -40.34629
C7 -29.21040 -9.62368 -41.49126
O11 -29.63255 -10.05226 -39.25185
H9 -29.53506 -12.53215 -39.75001
H10 -28.87247 -12.60719 -41.36799
H11 -30.48887 -11.90726 -41.09332
H12 -27.84176 -10.52826 -40.13384
H13 -28.98131 -8.59431 -41.21555
H14 -30.24942 -9.63017 -41.82064
H15 -28.55113 -9.84972 -42.32934
H16 -30.52957 -10.01533 -39.59185
C8 -25.90743 -6.36007 -42.77340
C9 -26.00769 -7.77808 -42.20111
C10 -26.01251 -8.85135 -43.30078
O12 -24.80619 -7.97944 -41.44513
H17 -26.78977 -6.20858 -43.39521
H18 -25.01676 -6.10063 -43.34567
H19 -25.95066 -5.52880 -42.06969
H20 -26.85792 -7.91937 -41.53385
H21 -25.22029 -8.72876 -44.03933
H22 -26.98257 -8.92684 -43.79210
H23 -25.95256 -9.83792 -42.84123
H24 -24.18244 -8.14289 -42.15634

***

Record 3
The following is a quantum chemistry calculation of a structure of composition C10H25AsF6FeN2O4 at a distorted geometry, from the Open Molecules 2025 dataset.

Results
2S+1 = 6
Net charge = +1
DFT total energy = -133473.0845 eV
HOMO (alpha / beta) = -13.43 / -13.43 eV
Orbital gap (alpha / beta) = 10.70 / 7.31 eV
⟨S²⟩ = 8.76

Element x y z (Å)
Fe1 7.61903 -14.37510 -19.79180
C1 7.44087 -12.14613 -23.14032
C2 7.39269 -13.04964 -21.96417
O1 8.26716 -13.92207 -21.76693
O2 6.55868 -12.94531 -21.04547
H1 6.55232 -11.61501 -23.48162
H2 7.78924 -12.73864 -23.98628
H3 8.23514 -11.46257 -22.84033
As1 9.02346 -11.55692 -17.85195
F1 8.80967 -12.99408 -18.94933
F2 10.16327 -10.94381 -19.07006
F3 9.29515 -10.12104 -16.84350
F4 7.96395 -12.50216 -16.67196
F5 10.42688 -12.36999 -17.08037
F6 7.61732 -10.76764 -18.67014
C3 5.13549 -15.40798 -16.48215
C4 6.06927 -15.58331 -17.71124
C5 5.32362 -16.11660 -18.95644
O3 6.17109 -15.88957 -20.09107
C6 5.49595 -16.05642 -21.31338
N1 6.58720 -14.23028 -17.99456
H4 4.59982 -16.35297 -16.39195
H5 4.33878 -14.69023 -16.67755
H6 5.62556 -15.05387 -15.57521
H7 6.95237 -16.19297 -17.52005
H8 4.44913 -15.48922 -19.12897
H9 5.11734 -17.18217 -18.85600
H10 6.20201 -16.12373 -22.14107
H11 4.79377 -15.25179 -21.53160
H12 4.95702 -17.00174 -21.25002
H13 5.81849 -13.57696 -18.04310
H14 6.89501 -13.85020 -17.11088
C7 9.02196 -17.40107 -21.28797
C8 8.99127 -17.30231 -19.76606
C9 10.19550 -18.10757 -19.21322
O4 10.49609 -17.84737 -17.80948
C10 11.31908 -18.83837 -17.27727
N2 9.08858 -15.87778 -19.39095
H15 9.18759 -18.45171 -21.52632
H16 9.93125 -16.91727 -21.64465
H17 8.10054 -17.09714 -21.78467
H18 8.09270 -17.78521 -19.38204
H19 11.09123 -17.87493 -19.78911
H20 10.00247 -19.17399 -19.32970
H21 10.93307 -19.85732 -17.30630
H22 11.51638 -18.67718 -16.21746
H23 12.30044 -18.83574 -17.75162
H24 9.35688 -15.89573 -18.41739
H25 10.01090 -15.65427 -19.73660

***

Record 4
The following is a quantum chemistry calculation of a structure of composition C10H25Cl2IrN3O3PTe, from the Open Molecules 2025 dataset.

Results
Net charge = +2
DFT total energy = -65840.0444 eV
HOMO = -15.08 eV
Orbital gap = 7.11 eV
Energy relative to the best compared isomer or geometry (same formula, charge and spin) = 32.2 kcal/mol

Element x y z (Å)
Ir1 -0.89787 1.02178 1.38659
Cl1 -1.37745 3.08644 0.40337
C1 -2.56281 2.19743 1.47576
Cl2 -1.33002 -0.81087 2.78529
H1 -3.42404 1.91141 0.88097
H2 -2.79990 2.81238 2.33728
C2 -0.90087 -2.79551 -3.72557
C3 -0.80140 -1.44753 -3.07142
O1 -0.65233 -1.63221 -1.58984
P1 -1.75831 -1.34748 -0.55508
O2 -1.89570 0.09533 -0.06636
Te1 -1.11907 -2.73335 1.35418
O3 -3.08268 -1.79440 -1.21738
C4 -4.40962 -1.71303 -0.55644
C5 -4.98472 -3.09793 -0.45162
H3 -0.92660 -2.65549 -4.80680
H4 -1.81206 -3.31365 -3.42984
H5 -0.03588 -3.41128 -3.48434
H6 -1.67775 -0.82665 -3.24556
H7 0.09540 -0.90460 -3.35403
H8 -4.99657 -1.06216 -1.19872
H9 -4.28177 -1.23213 0.41433
H10 -5.05014 -3.56559 -1.43248
H11 -5.99178 -3.03003 -0.03962
H12 -4.39116 -3.73054 0.20813
C6 1.53803 1.49878 -1.15130
N1 2.31511 1.83899 0.03130
C7 3.07434 3.08510 -0.04324
C8 2.24265 1.10399 1.15383
N2 1.12049 0.41580 1.43155
N3 3.29865 1.06810 1.97838
C9 3.15989 0.62688 3.36182
C10 4.67577 1.15972 1.48720
H13 2.16964 1.63845 -2.02976
H14 0.65672 2.13439 -1.27149
H15 1.22793 0.45929 -1.09544
H16 2.42898 3.85708 -0.46380
H17 3.95391 2.98712 -0.68019
H18 3.38202 3.39689 0.95069
H19 1.32196 -0.36596 2.04594
H20 2.20943 0.95886 3.77477
H21 3.95990 1.07559 3.94652
H22 3.24294 -0.45979 3.45363
H23 4.69191 1.11794 0.40219
H24 5.23399 0.30691 1.87225
H25 5.16084 2.07552 1.82438